Entry 1:
A single C18H26N6O4S molecule in a non-equilibrium geometry, computed with ωB97M-V/def2-TZVPD.

```
55
Properties=species:S:1:pos:R:3:forces:R:3
C -1.1035 -3.8450 -0.9832 0.28 0.30 0.16
C -0.0210 -2.7669 -0.9830 -0.12 -0.21 -0.28
O 0.0467 -2.0088 0.2058 -0.02 0.18 0.14
C 0.4693 -2.7452 1.3370 -0.10 -0.12 0.30
C 0.7532 -1.7959 2.5002 0.31 -0.13 -0.41
C 2.1597 -1.1921 2.4642 -0.18 -0.23 0.18
N 2.3838 -0.2537 1.3878 -0.11 0.11 0.31
C 3.1106 -0.5840 0.3051 0.07 0.53 -0.11
O 3.4829 -1.7210 0.0821 0.10 -0.39 -0.19
C 3.5439 0.5585 -0.6248 0.01 -0.01 -0.15
C 3.1316 0.2577 -2.0736 -0.08 -0.18 0.11
C 1.6317 0.4711 -2.2713 0.14 0.27 -0.04
C 1.2272 1.8723 -1.8112 -0.41 -0.17 -0.54
N 1.6101 1.9949 -0.4276 -0.69 0.50 0.57
S 0.7183 2.9256 0.6101 -0.06 -0.21 -0.37
O 1.2102 2.5904 1.9202 0.09 -0.12 0.21
O 0.6682 4.3135 0.2466 -0.16 -0.11 -0.14
C -0.9188 2.2243 0.4153 0.48 0.27 -0.05
C -2.0062 3.0724 0.3210 0.10 0.12 -0.02
C -3.2815 2.5450 0.2144 -0.06 -0.25 0.04
C -3.4458 1.1624 0.2070 0.92 0.22 0.05
N -4.7155 0.5886 0.0971 -1.65 0.17 -0.04
C -5.9605 1.1366 0.1426 0.57 -0.36 -0.02
N -6.8362 0.1826 -0.0074 -0.65 0.94 0.10
N -6.1410 -0.9427 -0.1465 -0.37 -0.91 -0.12
N -4.9009 -0.7307 -0.0865 1.34 -0.25 -0.03
C -2.3447 0.3146 0.2995 -0.04 0.05 0.02
C -1.0761 0.8511 0.4073 -0.08 -0.01 0.00
C 3.0429 1.9481 -0.2383 0.56 -0.01 0.37
H -2.0622 -3.4173 -0.6982 -0.13 0.02 0.01
H -0.8594 -4.6514 -0.2966 -0.03 -0.11 0.04
H -1.1908 -4.2615 -1.9827 -0.03 -0.08 -0.11
H 0.9607 -3.2187 -1.1874 -0.05 0.11 -0.01
H -0.2430 -2.0370 -1.7668 0.09 -0.10 -0.01
H 1.3750 -3.3149 1.0877 -0.04 0.00 0.01
H -0.3191 -3.4522 1.6330 0.10 0.04 -0.06
H 0.6579 -2.3566 3.4313 -0.06 0.02 0.05
H 0.0059 -1.0012 2.5020 -0.11 0.00 0.11
H 2.3463 -0.6722 3.4088 0.05 -0.06 -0.06
H 2.8925 -1.9953 2.3445 -0.06 0.13 0.12
H 2.0203 0.6796 1.5185 0.15 -0.03 -0.04
H 4.6393 0.5531 -0.5744 -0.11 0.01 0.04
H 3.6866 0.9149 -2.7473 0.05 0.01 -0.02
H 3.3942 -0.7752 -2.3056 0.07 0.06 -0.03
H 1.0882 -0.2577 -1.6707 -0.12 -0.07 0.00
H 1.3669 0.3325 -3.3202 -0.05 -0.03 0.00
H 1.7215 2.6399 -2.4251 -0.07 -0.01 0.06
H 0.1473 2.0160 -1.8819 0.06 -0.02 -0.17
H -1.8358 4.1372 0.3239 -0.07 0.14 -0.03
H -4.1305 3.2049 0.1319 -0.06 0.07 -0.02
H -6.1835 2.1705 0.2876 0.00 0.27 0.04
H -2.4896 -0.7535 0.2837 0.05 -0.08 0.01
H -0.2217 0.1976 0.4665 0.09 -0.16 -0.01
H 3.5348 2.7005 -0.8739 -0.06 -0.07 0.09
H 3.2597 2.1944 0.8015 0.15 -0.05 -0.07
```
Forces are in eV/Å.

Its charge is 0. The HOMO-LUMO gap is 9.04 eV. Its electronic energy is -1729.16065 Eh. As for the SMILES: CCOCCCNC(=O)[C@H]1CCCN(S(=O)(=O)c2ccc(-n3cnnn3)cc2)C1.



Entry 2:
3 unconnected molecules or ions with the total composition C2H10NO3 in a non-equilibrium geometry, computed with ωB97M-V/def2-TZVPD.

```
16
Properties=species:S:1:pos:R:3:forces:R:3
C -0.2809 -0.3731 -0.7175 0.10 1.61 -1.07
O 0.1079 0.8013 -0.0723 0.29 -0.61 -0.79
C 0.4843 -1.6047 -0.3850 -1.02 -2.27 3.93
N -0.0345 -2.1476 1.0301 0.23 1.00 -1.33
H -1.3672 -0.4348 -0.5565 -0.23 -1.08 0.13
H -0.2179 -0.3226 -1.8305 0.15 0.55 0.07
H 0.2777 -2.5143 -0.9495 0.21 0.51 -0.89
H 1.5398 -1.5134 -0.1276 0.12 0.50 -1.00
H 0.4913 -1.5955 1.6968 0.02 0.07 0.28
H -0.9371 -1.6719 1.0452 -0.09 -0.39 0.43
H -0.5820 2.8088 -2.2783 0.65 -0.49 0.30
H 0.0715 1.7230 -1.2382 0.43 0.54 -0.17
O 0.2456 2.3298 -2.0808 -0.81 0.26 -0.10
H 0.6254 1.7040 2.6843 0.88 0.16 0.06
H -0.1808 1.3139 1.3983 0.26 -0.41 -0.11
O -0.2429 1.4970 2.3818 -1.18 0.05 0.25
```
Forces are in eV/Å.

Its charge is -1. The HOMO-LUMO gap is 8.55 eV. Its electronic energy is -362.68064 Eh.